Model a:
One molecule with the formula C3H7BO2, computed with ωB97M-V/def2-TZVPD.

Output
Highest occupied orbital energy, eV: -10.252
Structure (SMILES): OB1CCCO1
Spin multiplicity: 1

Positions of all 13 atoms, in Å:
O -0.04657 1.31436 -2.16544
B 0.15795 0.56815 -1.06998
C -0.97044 -0.40715 -0.19202
C -0.28780 -0.21001 1.15245
C 1.18741 -0.22318 0.73458
O 1.29437 0.60566 -0.36997
H -0.71755 0.99601 -2.66964
H -1.97684 0.05907 -0.14395
H -1.00116 -1.48492 -0.30569
H -0.57526 0.76554 1.43952
H -0.52530 -1.07187 1.81696
H 1.97286 0.29565 1.38458
H 1.48834 -1.20732 0.38861

Model b:
A 2-piece molecular cluster, C3H7BO2 overall, computed with ωB97M-V/def2-TZVPD.

Output
Highest occupied orbital energy, eV: -9.526
Spin multiplicity: 1

Positions of all 13 atoms, in Å:
B -1.98059 -0.04961 0.17896
C -0.50439 0.20988 0.36747
C 0.56184 -0.19796 -0.30168
C 1.97076 -0.10715 0.08363
O -2.37439 -0.45700 -1.09150
O -2.82292 0.26027 1.19812
H 0.14187 0.74161 1.93794
H 0.40852 -0.99180 -1.06687
H 2.06517 0.29699 1.05012
H 2.55470 0.62862 -0.36770
H 2.37759 -1.08352 -0.00262
H -3.19994 -0.96006 -0.86486
H -3.69377 -0.21456 0.97016

Energies in hartree, measured from the most stable structure: model a 0.0000; model b 0.1066.